Record 1
{
  "formula": "C19H20N",
  "method": "ωB97M-V with the def2-TZVPD basis set",
  "species": ["H", "C", "C", "C", "H", "H", "H", "C", "N", "H", "H", "C", "C", "H", "C", "C", "H", "C", "C", "H", "C", "H", "C", "C", "C", "H", "H", "C", "H", "C", "H", "H", "H", "C", "H", "C", "H", "H", "C", "H"],
  "positions_angstrom": [[-0.06754, 5.70765, 0.17354], [0.64865, -0.23230, 1.49041], [-1.18331, -0.17926, -1.56158], [-2.89808, -2.14330, -1.89524], [2.11045, 0.41912, 0.10312], [-1.87645, 4.12273, 1.23241], [0.90224, -3.51300, 2.26671], [1.04373, 4.11577, -0.70619], [-0.46170, -2.22434, -1.98198], [-2.97207, -2.74219, -2.81715], [-1.48081, 1.68659, 1.15147], [1.94299, -2.12395, -2.08354], [-0.01155, 4.62096, 0.07574], [1.82675, -1.81068, 0.67500], [1.11997, -1.54477, 1.47590], [-0.70340, 2.38977, 0.73189], [1.68083, 4.72173, -1.36113], [-0.03561, 0.27993, 2.63165], [-0.95891, 3.77262, 0.71522], [-0.46555, -3.15784, -2.37454], [-0.49019, -0.63987, 3.58760], [0.89321, 0.64445, -1.71478], [0.63440, -2.46261, 2.39861], [1.36733, 2.76120, -0.60844], [0.64705, -1.51224, -1.78691], [-0.22535, 1.34711, 2.78302], [2.22213, 2.31555, -1.13980], [-0.14036, -1.99079, 3.47628], [-1.07770, -0.26266, 4.42114], [0.27506, -0.19193, -1.29859], [-0.40804, -2.67987, 4.26967], [1.83645, -2.73351, -2.99206], [-3.04179, -2.85267, -1.05881], [0.54771, 1.93783, 0.18534], [-3.71795, -1.43373, -1.92810], [-1.59935, -1.46530, -1.83894], [-1.83949, 0.68075, -1.45051], [2.27864, -2.77845, -1.27749], [0.96268, 0.51572, 0.26042], [2.71492, -1.36422, -2.22937]],
  "smiles": "CC1=C[C@@H](C(c2ccccc2)c2ccccc2)C(C)=[NH+]1",
  "multiplicity": 1,
  "homo_lumo_gap_ev": 7.4,
  "lumo_ev": -4.424,
  "total_charge": 1
}

=====

Record 2
{
  "formula": "C12H31ClIO2P2Ru",
  "method": "ωB97M-V with the def2-TZVPD basis set",
  "species": ["H", "O", "H", "H", "H", "C", "C", "H", "H", "H", "C", "C", "Cl", "C", "P", "I", "H", "H", "H", "H", "H", "H", "H", "H", "H", "H", "H", "Ru", "O", "H", "C", "C", "C", "H", "C", "H", "H", "H", "H", "H", "H", "H", "C", "C", "H", "H", "H", "P", "C", "H"],
  "positions_angstrom": [[-3.17318, -1.46554, 0.95404], [-0.88822, -0.41004, 2.61398], [4.03459, 0.64353, -1.83018], [4.13105, -0.94972, -0.02910], [-0.16484, -1.35442, 0.83430], [-2.87350, -1.52854, -0.07534], [2.34210, 1.66186, 0.35426], [0.68488, 2.59445, 2.82424], [-1.99232, 2.08649, 0.84032], [2.63051, 1.41152, -2.62236], [-0.02597, 1.79657, 3.07097], [-0.59314, -1.63224, 1.96468], [0.60604, -3.14244, -0.16354], [0.37359, -2.48316, 2.80231], [2.03647, 0.08849, -0.59984], [-0.25092, -2.17383, -3.13085], [-2.70284, 0.80357, 1.79091], [1.77038, 1.72864, 1.28940], [2.81510, -2.13663, -0.08149], [-2.23813, -2.38560, -0.22957], [3.40459, 1.75273, 0.61693], [-1.48514, -2.22322, 1.74289], [-2.53095, 1.47446, -2.37083], [1.16205, 0.12029, 2.60616], [0.35161, -3.53315, 2.48934], [-0.03948, 2.10412, -4.22736], [-3.63218, 1.58729, 0.51440], [-0.00400, -0.81673, -0.97716], [-0.06176, 1.40086, -1.77763], [2.94866, -0.32155, -2.84093], [3.09218, -1.12627, 0.22992], [2.99254, 0.50141, -2.13182], [-0.05566, 0.61614, -2.71464], [0.84417, 0.64404, -4.71765], [-2.64912, 1.22704, 0.79363], [2.06393, 2.52504, -0.26021], [1.39837, -2.09469, 2.68341], [-3.99802, 0.95413, -1.50950], [0.14696, -2.43414, 3.89698], [-3.16271, -0.17142, -2.61670], [-3.73760, -1.60474, -0.70574], [0.17676, 0.60805, 1.23234], [-3.02123, 0.62700, -1.88333], [0.17985, 0.51118, 2.31696], [-1.02019, 2.22867, 2.98234], [0.16554, 1.67226, 4.13851], [2.98563, -1.08049, 1.31124], [-2.05651, 0.03088, -0.47866], [-0.04971, 1.01731, -4.16986], [-0.93021, 0.65052, -4.75016]],
  "s_squared": 8.776,
  "multiplicity": 6,
  "homo_lumo_gap_ev": [6.3, 5.7],
  "lumo_ev": [-8.597, -10.348],
  "total_charge": 2
}

=====

Record 3
{
  "formula": "C27H22N8O2SSbSe4Sm",
  "method": "ωB97M-V with the def2-TZVPD basis set",
  "species": ["C", "H", "Se", "N", "H", "C", "N", "N", "H", "C", "C", "H", "N", "C", "C", "C", "Se", "H", "Se", "C", "C", "H", "H", "H", "C", "H", "C", "N", "C", "H", "C", "C", "Se", "N", "H", "C", "S", "H", "O", "C", "H", "H", "H", "Sm", "H", "H", "H", "C", "H", "H", "H", "C", "C", "C", "C", "N", "H", "C", "C", "C", "O", "C", "C", "Sb", "C", "N"],
  "positions_angstrom": [[1.04277, -3.46711, -2.51010], [-0.44815, 4.91803, -2.48593], [-0.58538, 3.68726, -5.05448], [-0.30215, 0.08847, 2.71967], [4.99435, -0.49788, -2.56585], [1.85610, 1.06571, 3.33629], [1.72978, -1.39524, 0.24577], [-2.96832, 2.18877, 1.24291], [4.68369, -0.40888, 4.47488], [3.13715, 0.91390, 3.77579], [-2.99868, 3.46934, -0.78337], [-1.54553, -2.82892, -0.40337], [-0.89957, 2.73588, 0.12479], [-1.48131, -0.07314, 3.36843], [1.01258, -0.07683, 3.22870], [-1.66465, -0.82812, 4.54862], [1.60198, 0.28027, -5.73619], [2.14577, -3.53084, -2.49675], [-1.68238, 0.48588, -2.83077], [-2.88100, -0.83604, 5.18833], [-3.87165, 0.43676, 3.38900], [4.18590, 1.89782, -2.72046], [-0.85186, -1.28437, 5.13900], [0.85858, -3.39372, -4.68539], [-4.04054, -0.19842, 4.67324], [0.95783, -2.21350, 3.49223], [2.38441, -0.60242, -0.66007], [3.41747, -1.09066, -1.40319], [4.10287, -0.12273, -2.08635], [-2.64868, -2.28936, -2.49076], [-2.23657, 2.81152, 0.18333], [-0.99658, -2.97698, -1.32986], [-1.97206, 0.50556, -6.82621], [1.87442, 0.62067, -0.74677], [-0.85228, -1.92899, -5.58574], [-1.65552, -2.70772, -2.52385], [1.33152, -2.95489, 0.18295], [3.72445, 1.85533, 3.75567], [0.34727, -3.01067, 1.27623], [0.32022, -3.39703, -3.71726], [-4.70177, 0.94192, 2.92555], [1.46999, 2.06384, 3.15223], [2.00862, 2.47894, -1.56164], [-0.28988, 0.05423, 0.43700], [-2.18830, -1.57258, -4.76486], [3.19775, -2.40685, 4.31007], [-2.74384, 4.73811, -2.57572], [-0.98790, -2.85531, -3.73183], [0.78200, 3.66233, -0.76113], [-3.00397, -1.42922, 6.05147], [-4.90902, -0.16579, 5.29972], [-2.41241, 4.19433, -1.73695], [2.89885, -1.44309, 4.02977], [2.50374, 1.51299, -1.47983], [-2.64683, 0.52342, 2.73654], [-1.50863, -2.29802, -4.88600], [-4.04555, 3.39082, -0.84634], [0.38621, -3.27002, -1.30466], [-0.35330, 3.69825, -0.75817], [-1.04877, 4.35479, -1.73171], [2.42761, -3.91704, 0.25342], [3.64811, -0.34113, 4.13872], [3.69872, 1.20170, -2.05047], [-0.57354, 1.28665, -4.97173], [1.58280, -1.31094, 3.57046], [-2.31695, 1.06096, 1.55298]],
  "s_squared": 9.218,
  "multiplicity": 6,
  "homo_lumo_gap_ev": [5.7, 4.9],
  "lumo_ev": [4.039, 2.599],
  "total_charge": -2
}

=====

Record 4
{
  "formula": "C35H61BEuN3O5PSSi",
  "method": "ωB97M-V with the def2-TZVPD basis set",
  "species": ["C", "O", "H", "H", "H", "H", "H", "H", "H", "B", "H", "C", "H", "C", "C", "H", "H", "H", "H", "H", "H", "C", "H", "H", "H", "H", "O", "H", "C", "C", "P", "C", "C", "H", "C", "C", "H", "C", "H", "C", "C", "H", "H", "H", "H", "C", "C", "H", "H", "H", "C", "H", "C", "H", "O", "C", "H", "C", "N", "H", "C", "H", "C", "N", "H", "H", "H", "H", "C", "H", "C", "C", "H", "H", "H", "C", "H", "C", "H", "H", "H", "H", "Eu", "H", "H", "H", "O", "H", "Si", "C", "H", "C", "H", "H", "N", "C", "H", "C", "H", "C", "C", "S", "H", "O", "H", "C", "H", "H", "C"],
  "positions_angstrom": [[-5.11127, -1.41085, -3.54865], [-2.77449, -3.34882, 0.13041], [0.48886, 9.15220, 1.37517], [-5.56950, -0.53841, -4.03904], [-5.24224, -4.00232, 1.36349], [-4.42364, -1.82642, -4.23688], [4.76976, -2.09016, -0.38302], [-1.49921, -3.19916, -5.13851], [2.00748, 6.50410, 5.05490], [0.47733, 1.68737, 2.84791], [-5.03693, -5.54192, -1.09541], [-0.10724, -2.85039, 3.29436], [-3.01227, 0.32188, -3.65078], [0.18802, 3.92584, 3.02009], [1.49081, 5.84097, 4.36041], [0.89181, -3.60415, -4.42279], [-4.01313, -4.59191, -2.05286], [-2.06527, -1.92971, 3.91885], [6.79986, 1.25585, -1.58350], [5.75389, 0.05071, 0.35424], [2.64398, -3.89778, 0.79109], [0.56347, 6.28894, 3.43370], [-1.93770, -5.62487, 0.72283], [0.52590, -1.07723, -2.57405], [-4.21448, 1.26546, -2.84631], [0.53091, -4.44972, -2.79673], [-0.20107, 2.78591, 2.26723], [-0.77011, 5.49124, 1.84578], [-4.34902, -4.64181, 1.27454], [-0.30720, -1.19515, -3.27190], [3.12024, -0.26639, -0.34574], [2.71297, 0.76258, -1.85081], [1.27776, -2.76294, 3.62401], [-5.94105, 0.26316, -1.59251], [4.04053, -1.71226, -1.09895], [5.13356, 0.69200, -0.24805], [2.55943, 4.18230, 5.38191], [-1.26608, 8.02785, 3.08582], [3.32957, -2.69634, 2.88357], [4.17988, -0.47574, -3.19910], [-1.13208, -2.39569, 4.31751], [1.47739, -3.03945, -2.93529], [-0.73831, -1.49583, 4.85681], [-1.54897, 8.13374, 4.19540], [5.08138, 1.65471, 0.20388], [1.91071, -3.59368, 1.48624], [-3.54447, -4.54888, -0.00536], [0.27386, -4.19179, 0.17416], [-5.26690, -3.82505, -1.04891], [1.76116, 7.98088, 1.37626], [-4.36209, -0.81845, -2.34243], [-2.87786, 0.77189, -1.88851], [0.95614, 8.84794, 4.00238], [-1.24728, -3.16283, 5.09405], [-1.05504, -2.82681, -1.81082], [-5.31715, -0.50004, -1.19307], [6.64516, -1.13385, -1.09263], [0.53765, -3.81928, 1.19891], [5.85985, 0.85498, -1.52789], [3.59756, -2.59771, -1.58172], [-2.57136, -5.73583, -0.11214], [0.65389, 8.75362, 5.07108], [0.61787, -3.53662, -3.34983], [3.80621, 0.84435, -2.78938], [-1.49185, 9.00304, 2.65453], [-3.03516, -6.65571, -0.04004], [-1.86450, 7.27914, 2.64609], [-4.71416, -0.23977, -0.26728], [0.72254, 8.12795, 1.63551], [0.26419, 7.41555, 0.88040], [-0.65561, -2.68310, -3.17920], [6.13853, -0.61213, -1.94481], [-2.19620, -4.09979, -3.63834], [-2.08132, -5.63398, -1.08051], [4.79000, 2.47278, -1.82023], [1.84665, 4.50260, 4.62901], [1.65502, -1.26175, -0.66820], [4.96533, 1.58765, -2.42865], [-5.80239, -2.23388, -3.25580], [4.84864, -0.27836, -4.05455], [-3.67520, -4.48780, 2.13296], [1.47375, -2.35844, 4.63499], [0.81061, -0.59737, 1.44882], [3.29992, -1.12404, -3.52039], [-0.03026, -0.90267, -4.31437], [2.07396, 8.85349, 3.98978], [-3.46180, -1.92714, -2.04713], [5.41246, 2.00389, -3.35605], [-2.26523, -2.16543, -0.93930], [-3.55203, 0.43817, -2.68411], [2.39670, 1.78470, -1.50759], [-0.42495, -3.46679, 2.09720], [-1.49485, -3.48533, 1.93336], [0.62697, 9.76911, 3.59240], [4.89717, -1.22034, -2.21064], [-4.51985, -4.59610, -1.12716], [6.84381, -0.75177, -2.74045], [0.25171, 7.74419, 3.05965], [-2.53615, -2.41152, -4.01821], [-1.81568, -3.16315, -4.06851], [-0.06081, 5.26448, 2.68295], [-1.68664, -0.52911, 0.16709], [-5.89650, -1.38019, -0.95921], [1.31196, 2.17481, 3.89483], [-4.65936, -5.71857, 1.27261], [2.28074, -3.00745, 2.73705], [1.93069, 0.30140, -2.41440], [-1.24930, -0.65460, -3.03999], [1.16696, 3.53914, 3.88238]],
  "s_squared": 15.761,
  "multiplicity": 8,
  "homo_lumo_gap_ev": [6.1, 6.2],
  "lumo_ev": [-0.378, -0.378],
  "total_charge": 0
}

=====

Record 5
{
  "formula": "C6H10N2",
  "method": "ωB97M-V with the def2-TZVPD basis set",
  "species": ["N", "H", "H", "H", "C", "C", "H", "C", "H", "C", "H", "N", "H", "H", "H", "H", "C", "C"],
  "positions_angstrom": [[3.59442, 0.64394, 0.30755], [-0.40040, -0.58941, 2.23331], [-1.92319, -1.39721, -0.41385], [-0.93157, 1.30976, -1.67477], [-0.38398, 1.45658, -0.68736], [0.06571, -0.06975, 1.39608], [0.58030, 1.56349, -1.12456], [-0.60916, 0.19192, 0.01827], [0.68446, 0.64139, 1.80942], [2.80944, -0.13039, -0.03660], [-2.76951, -0.25562, 0.59248], [1.80560, -0.85735, -0.54506], [-2.42051, 0.26144, -1.05606], [-0.66041, 2.20013, 0.01488], [2.03168, -1.77413, -0.92175], [0.08445, -1.96693, 0.07459], [-2.01746, -0.35637, -0.20125], [0.46013, -0.87150, 0.21467]],
  "smiles": "CC1(C)C[C@@H]1NC#N",
  "multiplicity": 1,
  "homo_lumo_gap_ev": 10.1,
  "lumo_ev": 0.665,
  "total_charge": 0
}

=====

Computed relative energy (zero: lowest compared OMol25 entry of this formula, charge and spin), in the same sequence as the records: 0.991 2.506 1.311 1.905 2.575 eV.